Record 1
Molecular formula: C36H40FN7O14S
Method: DFT, the ωB97M-V functional and the def2-TZVPD basis

Geometry (Å):
C1 2.0047 0.1502 -3.3194
C2 1.7608 -0.4252 -4.7343
O1 1.5143 -1.8206 -4.7224
C3 0.5996 0.3069 -5.4082
N1 -0.6524 -0.1536 -4.8311
C4 -1.6719 0.8763 -4.7572
C5 -2.6811 0.6934 -3.6466
O2 -3.6226 -0.3684 -3.8722
N2 -3.0014 -1.6088 -3.8769
C6 -3.4724 -2.4790 -4.9723
S1 -3.0818 -2.3426 -2.3858
O3 -4.1654 -1.8958 -1.6134
O4 -2.9557 -3.7403 -2.5307
F1 -1.7984 -1.8656 -1.6605
H1 1.8918 -0.6373 -2.5825
H2 1.2952 0.9566 -3.1510
H3 3.0345 0.4908 -3.2900
H4 2.6429 -0.2129 -5.3405
H5 2.2571 -2.2742 -5.1346
H6 0.7327 1.3920 -5.3581
H7 0.6392 0.0230 -6.4630
H8 -0.5188 -0.5700 -3.9198
H9 -1.1894 1.8483 -4.5669
H10 -2.2272 0.9887 -5.6900
H11 -2.2326 0.5546 -2.6631
H12 -3.2799 1.5952 -3.5989
H13 -2.5967 -2.8877 -5.4608
H14 -4.1303 -3.2755 -4.6498
H15 -3.9705 -1.8208 -5.6688
C7 -2.7748 -4.9638 1.1408
C8 -2.6665 -5.6458 2.3447
C9 -2.2132 -6.9539 2.3621
C10 -1.8682 -7.5647 1.1708
C11 -1.9760 -6.8995 -0.0390
C12 -2.4333 -5.5895 -0.0509
N3 -1.3633 -8.9449 1.1935
O5 -1.2970 -9.5048 2.2724
O6 -1.0367 -9.4455 0.1353
H16 -3.1236 -3.9389 1.1293
H17 -2.9317 -5.1542 3.2709
H18 -2.1316 -7.4764 3.3038
H19 -1.7071 -7.3858 -0.9648
H20 -2.5215 -5.0477 -0.9847
C13 3.0117 2.7595 2.3692
C14 3.5118 1.5295 1.9739
C15 4.0791 1.3805 0.7203
C16 4.1436 2.4725 -0.1264
C17 3.6440 3.7077 0.2548
C18 3.0748 3.8488 1.5093
N4 4.7599 2.3221 -1.4488
O7 5.1707 1.2223 -1.7631
O8 4.8265 3.3102 -2.1600
H21 2.5735 2.8626 3.3509
H22 3.4592 0.6882 2.6433
H23 4.4654 0.4188 0.4162
H24 3.6917 4.5583 -0.4088
H25 2.6820 4.8088 1.8175
C19 -2.4761 4.8580 5.3708
C20 -1.2196 5.3886 5.6287
C21 -0.0983 4.5779 5.5679
C22 -0.2531 3.2424 5.2443
C23 -1.4982 2.6969 4.9911
C24 -2.6151 3.5132 5.0563
N5 0.9361 2.3838 5.1552
O9 2.0181 2.8905 5.3988
O10 0.7732 1.2246 4.8368
H26 -3.3498 5.4949 5.4140
H27 -1.1133 6.4360 5.8750
H28 0.8794 4.9900 5.7686
H29 -1.6054 1.6515 4.7433
H30 -3.5947 3.1010 4.8581
C25 0.0128 7.2399 -3.0859
C26 -1.2275 6.6654 -2.8418
C27 -1.3116 5.3469 -2.4264
C28 -0.1459 4.6223 -2.2574
C29 1.0976 5.1772 -2.5028
C30 1.1729 6.4955 -2.9206
N6 -0.2241 3.2305 -1.7956
O11 -1.3293 2.7526 -1.6065
O12 0.8234 2.6411 -1.6288
H31 0.0753 8.2718 -3.4056
H32 -2.1297 7.2466 -2.9727
H33 -2.2758 4.8993 -2.2363
H34 2.0010 4.5976 -2.3721
H35 2.1376 6.9435 -3.1144
C31 0.5999 -5.3271 4.3827
C32 1.1109 -5.1016 3.1125
C33 1.7313 -3.9014 2.8199
C34 1.8351 -2.9409 3.8085
C35 1.3274 -3.1459 5.0786
C36 0.7040 -4.3509 5.3648
N7 2.5108 -1.6771 3.4938
O13 2.9215 -1.5313 2.3554
O14 2.6228 -0.8517 4.3763
H36 0.1185 -6.2699 4.6088
H37 1.0257 -5.8647 2.3507
H38 2.1282 -3.7248 1.8316
H39 1.4117 -2.3839 5.8395
H40 0.3019 -4.5286 6.3526

The SMILES is C[C@@H](O)CNCCON(C)S(=O)(=O)F.O=[N+]([O-])c1ccccc1.O=[N+]([O-])c1ccccc1.O=[N+]([O-])c1ccccc1.O=[N+]([O-])c1ccccc1.O=[N+]([O-])c1ccccc1. For the max |F|, the calculation gives 1.52 eV/A. The lowest unoccupied orbital energy is -0.733 eV. As for the net charge: 0. For the gap between HOMO and LUMO, the calculation gives 7.94 eV. Its HOMO energy is -8.67 eV. Its spin multiplicity is 1.

Here are the Löwdin charges for atoms 1 to 2, given in e:
1. C -0.021
2. C -0.419

***

Record 2
Molecular formula: C36H40IrO3P2S
Method: DFT, the ωB97M-V functional and the def2-TZVPD basis

Geometry (Å):
Ir1 -1.6339 -0.8057 0.4683
C1 0.8225 -4.7167 2.5743
C2 1.4741 -3.5799 2.9052
C3 2.5196 -2.8989 2.0706
C4 2.2001 -2.1385 0.7187
C5 1.2053 -2.6103 -0.2654
C6 0.7867 -3.8399 -0.5957
C7 1.3581 -5.0446 0.0221
C8 0.7630 -5.5683 1.3498
C9 -2.3436 0.0948 -1.0883
H1 0.6762 -5.3475 3.4616
H2 1.3015 -3.0929 3.8480
H3 3.3174 -3.6334 1.8371
H4 2.9606 -2.1000 2.7002
H5 2.0340 -1.0666 0.9508
H6 3.1335 -2.2366 0.1330
H7 0.5960 -1.7743 -0.6175
H8 -0.0008 -3.9113 -1.3937
H9 2.4468 -4.8877 0.0889
H10 1.2436 -5.8364 -0.7499
H11 -0.2863 -5.8710 1.1746
H12 1.3029 -6.5140 1.5432
H13 -3.3491 0.1940 -0.6103
H14 -2.4758 -0.3804 -2.0809
H15 -1.8417 1.0641 -1.1173
P1 -0.0651 1.9584 0.6760
P2 0.2616 1.3189 -1.8396
C10 1.6851 1.6549 0.3196
C11 1.8776 1.4066 -0.9964
C12 -0.0248 3.7704 1.2887
C13 1.1481 4.4978 1.5743
C14 1.0588 5.8129 2.0516
C15 -0.1891 6.4057 2.2619
C16 -1.3594 5.6719 2.0203
C17 -1.2759 4.3593 1.5498
C18 -0.3583 1.1721 2.2713
C19 -1.4632 0.3010 2.3300
C20 -1.8806 -0.2198 3.5809
C21 -1.0971 0.0205 4.7071
C22 0.0784 0.7891 4.6093
C23 0.4493 1.3567 3.3998
C24 0.1587 2.8837 -2.8768
C25 -0.0309 4.1231 -2.2305
C26 -0.1171 5.3107 -2.9496
C27 -0.0404 5.2693 -4.3508
C28 0.1377 4.0533 -5.0145
C29 0.2548 2.8729 -4.2830
C30 0.3899 0.0742 -3.1831
C31 -0.7806 -0.1814 -3.9229
C32 -0.8322 -1.2872 -4.7611
C33 0.3377 -2.0109 -5.0197
C34 1.5523 -1.6143 -4.4460
C35 1.5883 -0.5665 -3.5268
H16 2.4762 1.7258 1.0653
H17 2.8255 1.3086 -1.5462
H18 2.1387 4.0510 1.4210
H19 1.9732 6.3741 2.2679
H20 -0.2588 7.4286 2.6376
H21 -2.3345 6.1147 2.2114
H22 -2.1926 3.7774 1.3810
H23 -2.2589 0.3167 1.4516
H24 -2.7829 -0.8332 3.5942
H25 -1.3505 -0.4193 5.6809
H26 0.7034 0.9343 5.4918
H27 1.3472 1.9675 3.3083
H28 -0.1007 4.1550 -1.1406
H29 -0.2387 6.2688 -2.4359
H30 -0.1336 6.1892 -4.9274
H31 0.1892 4.0133 -6.1141
H32 0.4258 1.9362 -4.8188
H33 -1.6378 0.4887 -3.8352
H34 -1.7756 -1.5603 -5.2194
H35 0.2992 -2.8764 -5.6825
H36 2.4673 -2.1372 -4.6976
H37 2.5274 -0.2311 -3.0812
C36 -2.7593 -4.8436 1.9513
S1 -2.7881 -3.2184 1.1454
O1 -4.0163 -2.6162 1.6153
O2 -1.4717 -2.4468 1.6754
O3 -2.5744 -3.1550 -0.3209
H38 -3.7392 -4.9053 2.4494
H39 -1.9660 -4.8521 2.6975
H40 -2.6678 -5.6562 1.2074

For the max |F|, the calculation gives 3.67 eV/A. The lowest unoccupied orbital energy (alpha / beta) is -6.179 / -9.701 eV. As for the expectation value of S²: 8.7692. As for the net charge: +2. For the gap between HOMO and LUMO (alpha / beta), the calculation gives 6.33 / 4.03 eV. Its HOMO energy (alpha / beta) is -12.51 / -13.73 eV. As for the relative energy (zero: lowest compared OMol25 entry of this formula, charge and spin): 48.6 kcal per mole. Its spin multiplicity is 6.

Here are the Löwdin charges for atoms 1 to 2, given in e:
1. Ir 1.222
2. C 0.058

***

Record 3
Molecular formula: C36H41BCl5F2KN3O4SbSe2
Method: DFT, the ωB97M-V functional and the def2-TZVPD basis

Geometry (Å):
K1 1.2463 0.4121 -2.3664
C1 2.6274 3.4915 0.9963
Se1 1.0713 2.3222 0.7765
C2 -0.1278 3.9880 1.0725
C3 -0.0784 5.0382 -0.0342
Se2 -0.3100 4.2783 -1.8530
C4 -2.2182 4.6500 -1.9723
H1 2.5002 4.0725 1.9101
H2 2.7242 4.1658 0.1467
H3 3.5180 2.8729 1.0708
H4 0.1546 4.4368 2.0327
H5 -1.1443 3.5967 1.1788
H6 0.8981 5.5247 -0.0448
H7 -0.8341 5.8193 0.0837
H8 -2.3927 5.7155 -1.8313
H9 -2.7534 4.0801 -1.2101
H10 -2.5506 4.3379 -2.9619
Cl1 -2.8673 2.5905 -5.1482
C5 -1.1000 2.3804 -5.4404
C6 -0.2361 2.7364 -4.4441
C7 1.0885 2.5763 -4.7491
Cl2 2.3554 3.0195 -3.5276
C8 1.5584 2.0815 -5.9651
Cl3 3.2577 1.9083 -6.3011
C9 0.6328 1.7267 -6.9422
Cl4 1.1641 1.1240 -8.4797
C10 -0.7292 1.8755 -6.6778
Cl5 -1.8920 1.4419 -7.9028
C11 -0.6062 1.4997 4.8687
O1 -0.0049 0.2336 4.6751
C12 -0.7673 -0.8550 4.9222
C13 -1.8790 -0.8362 5.7497
C14 -2.5763 -2.0086 6.0298
C15 -2.1556 -3.2010 5.4744
C16 -1.0535 -3.2160 4.6281
C17 -0.3524 -2.0578 4.3231
N1 0.7811 -2.1281 3.4933
C18 1.0276 -1.1740 2.4136
N2 2.3005 -0.7321 2.5002
C19 3.1870 -0.2813 1.4646
C20 2.8406 0.5166 0.3808
C21 3.8717 0.7686 -0.5400
C22 5.1652 0.3061 -0.3737
C23 5.5013 -0.4356 0.7552
C24 4.5044 -0.7318 1.6677
O2 4.7325 -1.4819 2.8152
C25 6.0690 -1.7283 3.1673
N3 0.1932 -0.8964 1.4811
C26 -0.9684 -1.6811 1.4121
C27 -2.2193 -1.1215 1.6650
C28 -3.3659 -1.9027 1.6757
C29 -3.2844 -3.2652 1.4261
C30 -2.0524 -3.8313 1.1300
C31 -0.9087 -3.0499 1.1065
O3 0.2982 -3.6674 0.8530
C32 0.9445 -3.2120 -0.3527
H11 0.0089 2.2065 4.3255
H12 -0.6434 1.7540 5.9338
H13 -1.6165 1.5154 4.4516
H14 -2.2023 0.1013 6.1804
H15 -3.4383 -1.9775 6.6839
H16 -2.6946 -4.1194 5.6680
H17 -0.7462 -4.1417 4.1557
H18 0.8724 -3.0518 3.0840
H19 2.7643 -1.0981 3.3155
H20 3.6783 1.4011 -1.4079
H21 5.9328 0.5342 -1.1065
H22 6.5155 -0.7806 0.8979
H23 6.0486 -2.2132 4.1423
H24 6.6418 -0.7978 3.2339
H25 6.5607 -2.3927 2.4497
H26 -2.2626 -0.0641 1.8818
H27 -4.3224 -1.4446 1.8925
H28 -4.1758 -3.8798 1.4339
H29 -1.9534 -4.8868 0.9065
H30 1.7154 -3.9438 -0.5828
H31 1.3914 -2.2277 -0.2142
H32 0.2245 -3.1722 -1.1714
O4 -1.8751 1.6958 -0.6134
C33 -0.8741 1.6245 -1.1537
F1 1.7045 -3.2308 -3.5070
B1 1.8208 -1.8727 -3.6259
F2 0.4654 -1.4061 -3.5386
C34 -3.2192 -1.1289 -5.1754
Sb1 -2.4551 -0.4832 -3.2641
C35 -2.4996 -2.4962 -2.5008
C36 -4.4063 -0.0223 -2.4584
H33 -4.0699 -1.7914 -5.0095
H34 -2.4362 -1.6732 -5.7032
H35 -3.5200 -0.2774 -5.7843
H36 -3.4521 -2.9625 -2.7595
H37 -2.3906 -2.4888 -1.4181
H38 -1.6743 -3.0591 -2.9348
H39 -5.1335 -0.7541 -2.8135
H40 -4.7167 0.9805 -2.7510
H41 -4.3527 -0.0678 -1.3711

For the max |F|, the calculation gives 1.69 eV/A. The lowest unoccupied orbital energy is 3.879 eV. As for the net charge: -2. For the gap between HOMO and LUMO, the calculation gives 5.37 eV. Its HOMO energy is -1.49 eV. As for the relative energy (zero: lowest compared OMol25 entry of this formula, charge and spin): 67.1 kcal per mole. Its spin multiplicity is 1.

Here are the Löwdin charges for atoms 1 to 2, given in e:
1. K 0.396
2. C -0.362

***

| no. | E (hartree) |
| --- | --- |
| 1 | -3329.96133 |
| 2 | -2805.77821 |
| 3 | -10030.15953 |